No. 1
175
Properties=species:S:1:pos:R:3:lowdin_charge:R:1 method="wB97M-V/def2-TZVPD" e_tot_ev=-121113.35330 e_homo_ev=-10.3 charge=+1 multiplicity=1 gap_ev=5.502
Pb -2.61 2.56 0.51 1.6426
S -1.09 -0.67 0.50 0.4473
S 0.61 0.64 1.30 0.6189
F 0.58 2.05 2.11 -0.2080
F -2.54 -0.46 -0.21 -0.2448
O -0.66 -0.14 7.47 -0.1985
O -0.23 -1.22 -0.59 -0.2490
O -6.54 -0.16 -1.13 -0.2581
O 1.62 0.95 0.29 -0.2697
O 4.28 2.01 3.94 -0.1593
O -1.37 -2.76 4.02 -0.0455
O 1.98 -3.46 2.88 -0.2034
O 3.89 1.43 -0.95 -0.0701
O 3.76 6.95 2.30 -0.1744
O -3.68 -0.06 -4.62 -0.1598
O -1.56 -1.65 1.47 -0.2499
O -0.49 3.53 -0.47 -0.1696
O -4.80 1.12 0.64 -0.1619
O 0.96 -0.29 2.37 -0.2050
O 0.21 2.28 -5.70 -0.1616
O 2.27 -5.46 -4.27 -0.2112
O -0.14 -5.24 -0.75 -0.2002
N 1.81 3.12 -2.52 0.0390
N 0.15 6.87 2.37 0.0136
N -2.34 0.39 4.99 0.0486
N -9.56 1.77 -1.86 0.0326
N -3.06 2.53 -2.06 -0.0353
N 4.33 -1.98 0.37 0.0391
N -0.15 -8.87 -1.55 0.0353
N 6.00 1.08 0.73 0.0527
N 1.88 -2.25 -2.35 0.0605
N -1.06 0.75 0.92 -0.4076
C 1.46 6.61 2.87 -0.4294
C 0.14 -0.80 8.43 -0.1000
C 0.11 -7.43 -1.76 -0.4129
C -4.21 2.99 -4.05 -0.0221
C -1.47 2.26 6.28 -0.0558
C 5.62 1.90 1.84 -0.4478
C 3.17 -2.76 2.43 -0.1459
C -8.68 1.29 0.39 -0.0541
C 0.98 -2.80 -4.49 -0.0303
C -2.76 -1.16 -4.97 -0.0426
C 3.13 1.61 4.64 -0.1251
C -8.42 1.37 -1.09 -0.4541
C 3.73 -4.27 0.28 -0.0400
C 0.42 3.22 -4.61 -0.1243
C 1.24 2.35 -3.54 -0.4069
C -7.85 0.04 -1.67 -0.1479
C 1.64 5.08 2.90 -0.0556
C 0.46 1.20 -2.84 -0.0465
C -1.10 1.02 5.42 -0.4232
C -0.41 -7.04 -3.14 -0.0590
C -0.51 -6.61 -0.62 -0.1864
C 3.32 -2.89 0.87 -0.3966
C 3.19 -6.56 -4.36 -0.0731
C 1.58 -3.43 -3.16 -0.3772
C -5.86 -1.23 -1.78 -0.0646
C 5.55 3.33 1.44 -0.0602
C 4.39 1.39 2.62 -0.1510
C -0.13 0.06 6.17 -0.1697
C 1.89 -3.56 4.33 -0.0855
C -0.44 -4.43 0.37 -0.1025
C -2.96 0.73 -3.70 -0.2374
C 4.76 7.17 1.32 -0.1123
C 2.69 -4.47 -3.35 -0.2032
C 2.46 7.23 1.86 -0.2121
C -3.82 1.82 -3.11 -0.3472
C -0.46 2.84 -6.74 -0.1710
H -7.76 1.20 0.98 0.0602
H 4.55 -2.01 -0.62 0.0779
H 1.52 4.50 1.99 0.0587
H -1.23 3.55 -6.41 0.0787
H 1.52 -4.52 4.71 0.0950
H 2.36 8.31 1.93 0.1228
H 6.76 1.54 0.25 0.0992
H -2.01 2.90 5.58 0.0649
H -0.45 -2.90 3.80 -0.0068
H -0.46 1.43 -2.31 0.0484
H -1.84 -2.87 3.19 0.0125
H 0.96 -0.15 8.73 0.0882
H 2.39 -2.61 0.39 0.0906
H 0.36 3.08 -0.58 0.0220
H 6.36 3.44 0.73 0.0810
H 2.59 4.76 3.32 0.0793
H 1.17 0.63 -2.23 0.0609
H 2.79 -6.99 -5.27 0.0861
H -2.31 3.02 -2.52 0.0696
H 5.57 4.19 2.12 0.0846
H -0.91 2.15 -7.44 0.0920
H 0.92 0.36 6.24 0.1121
H -9.27 1.96 -2.81 0.0755
H -0.41 3.68 -4.07 0.1033
H 3.08 1.41 -0.45 -0.0482
H -9.10 2.19 0.85 0.0835
H -0.65 1.41 4.51 0.1033
H -4.80 -1.21 -1.51 0.0800
H 2.24 6.97 0.82 0.1253
H 2.19 1.57 4.09 0.0572
H -3.36 -1.99 -5.34 0.0979
H 1.32 -2.71 4.72 0.0667
H -7.74 2.21 -1.24 0.1242
H -0.14 -7.70 -3.97 0.0750
H -0.17 -0.91 5.68 0.1002
H 2.55 3.66 -2.93 0.0946
H -4.72 1.45 -2.62 0.1364
H 4.76 8.13 0.80 0.0864
H -2.87 0.31 5.84 0.0716
H 0.11 -2.16 -4.35 0.0382
H 3.48 -3.88 -3.81 0.1231
H 3.00 -1.73 2.73 0.0903
H -0.48 -1.14 9.26 0.0907
H -9.97 2.61 -1.48 0.0788
H 2.98 -7.34 -3.62 0.0836
H -1.60 -6.69 -0.62 0.1271
H 0.09 -9.38 -2.38 0.0605
H -7.73 0.15 -2.74 0.1226
H 4.06 -3.16 2.94 0.1220
H -3.33 3.53 -4.39 0.0771
H 4.18 -6.19 -4.63 0.0946
H -8.45 -0.84 -1.41 0.1368
H 2.33 2.52 -1.89 0.0344
H 0.10 3.45 -7.45 0.0876
H -2.03 2.09 7.20 0.0811
H -4.77 2.68 -4.93 0.0931
H -1.50 -7.07 -3.24 0.0787
H 6.36 0.22 1.10 0.0995
H -2.08 -0.80 -5.74 0.0898
H 2.91 -4.83 -0.16 0.0580
H -0.18 -7.03 0.33 0.1193
H 4.51 -4.28 -0.48 0.0718
H 3.52 1.56 2.00 0.1006
H 4.58 1.25 -0.31 -0.0416
H 4.04 -1.03 0.51 0.0393
H -9.25 0.40 0.65 0.0917
H 2.87 2.30 5.44 0.0873
H 4.54 0.32 2.74 0.1170
H 1.05 4.06 -4.91 0.1207
H -3.63 3.23 -1.61 0.0200
H -0.51 6.54 3.05 0.0687
H 1.68 -2.14 -5.01 0.0740
H 1.02 -1.81 -2.07 0.0184
H 2.87 -3.58 4.80 0.0830
H 1.18 -7.25 -1.71 0.1229
H 3.14 -4.85 -2.43 0.1023
H 0.76 -3.92 -2.63 0.1070
H 5.82 7.06 1.57 0.0882
H 2.06 1.83 -4.06 0.1450
H -0.14 -4.95 1.29 0.0905
H 1.51 7.02 3.88 0.1460
H -6.35 -2.18 -1.54 0.1021
H 4.66 3.61 0.86 0.0717
H -2.63 0.10 -2.87 0.1077
H 4.11 -4.91 1.07 0.0757
H -5.54 0.81 0.11 0.0128
H 0.08 -3.48 0.27 0.0549
H -4.95 0.74 1.50 0.0714
H 0.26 0.50 -3.65 0.0746
H 3.35 0.66 5.14 0.0892
H 6.36 2.00 2.63 0.1409
H 4.67 6.41 0.54 0.0768
H -2.06 -1.42 -4.17 0.0670
H -4.82 3.67 -3.46 0.0794
H -1.50 -4.18 0.45 0.0827
H 0.84 4.69 3.53 0.0662
H -2.03 -0.54 4.77 0.0390
H 0.57 -9.23 -0.94 0.0646
H -5.80 -1.06 -2.86 0.0847
H -2.06 1.11 -4.18 0.1181
H 0.07 7.85 2.62 0.0758
H 0.58 -1.74 8.10 0.0804
H -0.53 2.75 6.51 0.0748
H -0.14 -6.03 -3.45 0.0589
H 0.74 -3.64 -5.15 0.0673
H -0.26 4.45 -0.39 0.0739
H 2.20 -2.56 -1.44 0.0256


No. 2
71
Properties=species:S:1:pos:R:3:lowdin_charge:R:1 method="wB97M-V/def2-TZVPD" e_tot_ev=-53314.67896 e_homo_ev=-8.1 multiplicity=1 gap_ev=7.709
F 0.41 1.83 -1.25 0.0240
F 2.40 2.67 -2.31 0.0631
F 1.17 0.88 -3.30 0.0313
O 2.16 5.53 -3.23 -0.1102
O 0.20 3.05 -3.41 -0.0067
O 6.36 3.16 -3.07 -0.0206
O 5.31 3.70 -0.93 -0.0329
O 0.57 6.47 -1.70 -0.0100
N 1.16 -8.28 5.24 -0.0017
N -5.19 2.22 -1.93 -0.0042
N -1.74 4.17 1.01 -0.0021
N 1.29 -0.46 0.08 0.0032
N -0.50 -5.82 0.25 -0.0010
C -4.47 1.61 -3.94 -0.1180
C 1.40 -2.68 0.13 -0.1218
C -0.22 -6.84 -0.62 -0.1448
C -2.97 4.47 0.49 -0.1526
C -5.67 2.35 -4.09 -0.1153
C 0.35 -7.87 0.09 -0.1170
C -0.05 -7.65 5.16 -0.1552
C -1.61 4.75 2.24 -0.1321
C 0.40 -7.46 1.45 -0.1186
C 5.44 3.99 -2.22 -0.2627
C 1.41 -0.82 1.40 -0.1373
C -6.09 2.72 -2.83 -0.1399
C -3.63 5.27 1.40 -0.1108
C -0.01 -6.54 5.98 -0.1174
C 1.98 -7.60 6.11 -0.1428
C 3.28 5.71 -2.26 -0.1497
C -4.20 1.55 -2.59 -0.1526
C 1.28 -1.59 -0.70 -0.1370
C -0.26 4.26 -2.72 -0.0399
C -2.76 5.45 2.51 -0.1082
C 4.63 5.19 -3.03 -0.0500
C 1.47 -2.20 1.46 -0.1146
C 1.28 -6.51 6.58 -0.1173
C 1.02 2.18 -2.55 -0.2317
C 0.86 5.44 -2.54 -0.1996
C -0.13 -6.20 1.52 -0.1398
H 1.42 -3.72 -0.19 0.0821
H 0.79 -8.04 2.28 0.0731
H -3.38 1.09 -2.06 0.1024
H 2.99 5.03 -1.33 0.1429
H 1.43 -0.07 2.18 0.1050
H 6.69 2.38 -2.53 0.1251
H -5.24 2.34 -0.92 0.1422
H -0.70 4.63 2.82 0.1084
H -6.18 2.59 -5.02 0.0919
H -0.91 -4.93 0.00 0.1427
H -4.62 5.68 1.28 0.0926
H 1.21 0.49 -0.26 0.1005
H -0.74 4.08 -1.66 0.1305
H 1.57 -2.79 2.36 0.0912
H 3.38 6.81 -1.87 0.1443
H -3.88 1.17 -4.73 0.0911
H 4.30 4.71 -4.07 0.1452
H 1.20 -1.52 -1.77 0.1011
H 2.98 -7.95 6.31 0.1044
H 5.35 6.08 -3.33 0.1437
H -1.04 3.60 0.55 0.1260
H 0.68 -8.82 -0.32 0.0894
H -6.95 3.28 -2.50 0.1068
H 1.65 -5.77 7.28 0.0900
H -2.96 6.02 3.41 0.0939
H -1.13 4.73 -3.39 0.1832
H -0.27 -5.53 2.36 0.1064
H -0.81 -5.83 6.13 0.0905
H -0.84 -8.04 4.53 0.1072
H -3.28 4.10 -0.48 0.0906
H -0.44 -6.74 -1.68 0.1045
H 1.42 -9.13 4.74 0.1456


No. 3
160
Properties=species:S:1:pos:R:3:lowdin_charge:R:1 method="wB97M-V/def2-TZVPD" e_tot_ev=-70099.11489 e_homo_ev=-7.3 de_lowest_kcal_mol=165.2 charge=+3 multiplicity=1 gap_ev=1.880
O 5.05 0.84 8.42 -0.0658
O 4.80 1.15 6.21 0.0274
O 0.88 1.72 1.26 -0.1266
O 2.80 0.83 0.56 -0.0824
O 3.04 1.19 7.71 -0.1489
O 2.27 0.98 2.76 0.0468
N -6.89 3.34 1.42 -0.1997
N 7.82 -8.06 -0.57 -0.2280
N 1.02 1.94 -4.73 -0.2376
N -0.90 -6.82 -2.00 -0.2583
N -1.03 9.28 3.94 -0.2297
C -5.75 3.86 0.47 -0.1056
C -1.01 0.25 -4.66 -0.1733
C 1.41 1.33 -6.11 -0.0897
C -1.16 -8.03 -1.13 -0.1060
C -0.89 -4.84 -0.17 -0.2469
C 5.85 -4.57 0.11 -0.0649
C 7.52 -8.42 -2.00 0.0171
C 6.78 -7.01 -0.07 -0.1355
C -0.57 10.65 3.33 0.0457
C 0.59 -6.58 -2.10 0.0351
C -0.67 -0.19 -6.02 -0.2122
C 9.24 -7.50 -0.37 -0.0851
C -7.65 2.12 0.91 0.0175
C -1.63 -5.66 -1.27 -0.1232
C -5.08 1.86 2.66 -0.2455
C -1.08 8.26 2.81 -0.1279
C -0.61 -9.40 -1.74 -0.1336
C 0.03 8.90 5.07 -0.0494
C 10.32 -8.60 -0.53 -0.1332
C -4.60 1.46 4.01 -0.0969
C -1.08 5.19 -3.69 -0.1060
C -7.27 5.59 -0.59 -0.1793
C -1.32 6.87 3.32 -0.1757
C 7.55 -9.28 0.36 -0.0821
C -1.02 -8.35 -4.14 -0.1186
C -0.14 7.42 5.51 -0.1279
C 9.99 -9.93 0.22 -0.1806
C -3.59 9.77 3.66 -0.2387
C 4.28 1.01 7.47 -0.8793
C -4.79 10.12 4.46 -0.1075
C -2.40 9.55 4.62 -0.1170
C 2.37 2.32 -4.08 0.0518
C -8.00 4.44 1.72 -0.0502
C 0.22 0.85 -3.92 -0.0532
C 8.59 -10.36 0.02 -0.1886
C -1.57 -3.61 0.31 -0.0877
C -8.37 5.22 0.41 -0.1574
C -6.15 2.99 2.81 -0.0831
C 6.70 -5.62 -0.76 -0.1941
C 0.14 0.86 -6.82 -0.1496
C -6.27 4.44 -0.83 -0.1602
C -0.19 6.44 4.27 -0.1535
C 2.01 1.22 1.44 -0.9014
C -1.09 -9.64 -3.22 -0.1515
C -0.32 3.92 -3.54 -0.2386
C -1.57 -7.04 -3.41 -0.0443
C 0.20 3.27 -4.85 -0.0885
H -2.64 -3.82 0.38 0.0772
H -3.72 8.77 3.25 0.1003
H -1.81 5.14 -4.49 0.0782
H -4.69 11.10 4.94 0.0907
H -0.47 5.45 4.63 0.1174
H -1.47 6.19 2.48 0.1212
H 1.89 0.42 -5.74 0.1282
H 0.01 -8.16 -4.44 0.0953
H -0.49 1.71 -7.06 0.1139
H -5.75 10.10 3.95 0.0865
H 7.55 -9.07 1.43 0.1493
H -1.58 5.42 -2.75 0.0809
H 10.23 -9.89 1.28 0.1263
H 0.49 0.35 -7.73 0.1271
H 7.69 -5.16 -0.82 0.0993
H -8.85 3.81 1.97 0.1166
H -1.38 -6.09 -3.92 0.1252
H -2.17 10.42 5.23 0.1294
H -3.51 1.41 3.97 0.0941
H -9.21 4.72 -0.06 0.1153
H -7.80 5.09 2.58 0.1296
H 0.47 4.26 -2.87 0.1120
H 9.26 -7.01 0.60 0.1372
H 1.01 0.12 -3.75 0.1282
H 10.76 -10.58 -0.20 0.1255
H -8.34 1.72 1.66 0.1147
H -6.72 3.64 -1.42 0.1151
H -5.53 0.95 2.26 0.1070
H 0.73 -5.58 -2.51 0.1154
H -5.08 0.58 4.45 0.0944
H -4.94 9.51 5.35 0.0855
H -8.73 6.19 0.74 0.1184
H 0.44 10.50 2.94 0.1088
H -1.94 -4.91 -1.99 0.1258
H -5.72 3.88 3.27 0.1275
H -7.76 5.89 -1.52 0.1202
H -8.28 2.47 0.10 0.0994
H -2.27 6.77 3.85 0.1108
H -1.86 8.56 2.10 0.1213
H -2.65 8.72 5.28 0.1256
H 8.47 -10.74 -0.99 0.1165
H -5.14 4.62 0.95 0.1345
H 8.27 -9.14 -2.33 0.0968
H 0.94 -7.31 -2.83 0.0898
H -0.49 6.07 -3.93 0.0871
H -6.97 2.70 3.46 0.1308
H 0.03 -4.48 -0.62 0.1038
H -2.57 -6.02 -0.86 0.1328
H 4.83 -4.97 0.15 0.0647
H -1.55 -0.49 -4.07 0.1246
H -2.12 -9.95 -3.08 0.1099
H -6.95 1.37 0.53 0.1053
H -4.24 2.17 2.04 0.1071
H 6.61 -9.70 0.02 0.1287
H -1.25 11.05 2.58 0.1009
H -0.70 2.98 -5.38 0.1070
H 0.93 -6.81 -1.08 0.1163
H 5.78 -3.64 -0.44 0.0741
H 6.55 -8.91 -2.10 0.1115
H -2.24 -8.14 -1.11 0.1296
H -0.18 -1.16 -5.96 0.1200
H -3.41 10.45 2.83 0.1155
H 0.69 7.09 6.14 0.1327
H -4.73 2.27 4.72 0.0797
H -0.83 3.18 -2.93 0.1092
H 7.50 -7.59 -2.71 0.1097
H -4.98 3.10 0.34 0.1169
H 0.99 8.96 4.55 0.1294
H 8.46 -11.17 0.74 0.1320
H -1.59 -8.64 -5.02 0.1179
H -1.58 -0.36 -6.58 0.1225
H 6.26 -4.20 1.05 0.0872
H 10.41 -8.72 -1.61 0.1121
H -1.75 1.04 -4.78 0.1126
H -1.33 -3.21 1.30 0.1006
H -0.57 -10.52 -3.60 0.1163
H -0.85 -10.18 -1.02 0.1207
H 9.38 -6.60 -0.98 0.1259
H -1.51 -2.85 -0.47 0.0837
H -0.80 -7.86 -0.11 0.1324
H -0.70 -5.62 0.57 0.1138
H 2.16 2.91 -3.19 0.1066
H 2.05 1.94 -6.74 0.1420
H 0.77 3.87 -5.56 0.1424
H 6.27 -5.77 -1.74 0.0972
H -0.14 8.37 2.27 0.1394
H -6.79 6.54 -0.32 0.1142
H -1.11 7.35 6.00 0.1030
H -5.44 4.93 -1.36 0.1193
H 0.04 1.26 -2.93 0.1294
H 0.81 6.23 3.89 0.1261
H -0.66 11.25 4.23 0.1016
H 3.97 1.19 5.74 0.0666
H -0.02 9.65 5.86 0.1348
H 1.43 1.36 3.02 0.0713
H 0.48 -9.34 -1.74 0.0965
H 11.23 -8.13 -0.17 0.1264
H 2.87 1.36 -3.96 0.1102
H 6.96 -6.85 1.00 0.1281
H 5.80 -7.48 -0.02 0.1265
H 2.91 2.94 -4.80 0.1085
H -2.64 -7.16 -3.23 0.1318


No. 4
11
Properties=species:S:1:pos:R:3:lowdin_charge:R:1 method="wB97M-V/def2-TZVPD" e_tot_ev=-17563.79386 e_homo_ev=-8.8 de_lowest_kcal_mol=34.0 multiplicity=1 gap_ev=9.509
S 2.08 -0.26 -0.22 0.8635
O -1.70 -0.19 -0.44 -0.0422
N 1.38 1.31 -0.18 -0.2821
C -0.50 -0.02 0.34 -0.4266
C 0.14 1.32 0.05 -0.2282
C 0.54 -1.09 0.07 -0.4488
H -0.41 2.27 0.18 0.1321
H -0.77 -0.06 1.40 0.1433
H 0.57 -1.72 0.98 0.0894
H -1.50 0.09 -1.35 0.1011
H 0.18 -1.66 -0.83 0.0985